The following is a quantum chemistry calculation of the ion C5H13BNO with charge +1 at a distorted geometry, from OMol25.

Structure (XYZ):
```
21
C5H13BNO | OMol25 | the ωB97M-V functional and the def2-TZVPD basis
O 2.402 1.354 0.220
N -2.925 0.383 0.073
C -0.553 0.650 -0.617
C 3.086 -1.172 0.180
C 0.551 -0.333 -0.442
C -1.594 0.480 0.560
C -3.664 -0.683 0.095
B 1.915 -0.129 -0.020
H 2.713 -2.175 0.358
H 2.429 1.831 -0.619
H 3.738 -0.922 1.017
H -1.074 0.471 -1.558
H -0.197 1.678 -0.619
H 3.721 -1.240 -0.703
H 0.232 -1.347 -0.649
H 3.292 1.290 0.596
H -3.324 -1.561 0.620
H -1.349 -0.417 1.129
H -4.622 -0.697 -0.396
H -3.261 1.192 -0.446
H -1.516 1.346 1.219
```

As for the orbital gap (spin up / spin down): 4.284 / 7.293 eV. For the energy relative to the best compared isomer or geometry (same formula, charge and spin), the calculation gives 0.0 kcal/mol. Its electronic energy is -352.77945 a.u. Its charge is +1. Its largest force on an atom is 4.671 eV Å⁻¹. The HOMO energy (spin up / spin down) is -8.351 / -13.711 eV. For the lowest unoccupied orbital energy (spin up / spin down), the calculation gives -4.1 / -6.4 eV. As for the spin multiplicity: 3. As for the expectation value of S²: 2.01.

Atomic partial charges in e from the Löwdin method, atoms 1 to 4: O 0.25; N -0.14; C -0.15; C 0.01